1.
Computed, not measured: a molecular structure, C3H7ClNO2S, with ωB97M-V/def2-TZVPD.

The geometry in XYZ format:
```
15
Properties=species:S:1:pos:R:3:forces:R:3:nbo_charge:R:1
C 1.503775 0.003539 0.491809 0.8 -0.3 -1.2 -0.850
C -1.686979 -1.696650 0.456136 1.3 -1.6 0.8 -0.092
C -1.935083 0.518833 0.227468 2.5 1.2 -2.0 -0.468
N -2.463231 -0.767391 0.298559 -3.2 0.8 -0.8 -0.413
O 1.396443 2.277287 -0.803469 -0.4 -0.9 0.0 -1.001
O 1.641906 0.142988 -2.124163 -0.9 -0.5 -0.8 -0.981
S 1.884288 0.901645 -0.938234 3.0 2.3 1.0 1.980
Cl 2.476091 -1.498018 0.251093 0.1 -1.0 0.1 -0.169
H 1.948191 0.349696 1.410274 -0.1 1.0 0.0 0.196
H 3.412805 1.189075 -1.167158 -2.1 -0.7 0.9 -0.143
H -2.183354 -2.652095 0.613792 0.8 -0.5 -0.1 0.154
H -0.638768 -1.410121 0.542020 0.5 -1.1 0.0 0.193
H -2.316711 1.062018 -0.664216 0.3 -0.2 0.6 0.191
H -2.242818 0.978206 1.084380 -1.3 1.9 2.2 0.186
H -0.796559 0.600994 0.321715 -1.3 -0.4 -0.7 0.218
```
Forces are in eV/Å.

For the highest occupied orbital energy, the calculation gives -3.94 eV. The total energy is -1182.04469 Ha. The HOMO-LUMO gap is 7.6 eV. For the energy above the lowest of the compared OMol25 structures with the same formula, charge and spin, the calculation gives 64.6 kcal per mole. As for the LUMO energy: 3.620 eV. As for the net charge: -1.

2.
Computed, not measured: a molecular structure, C3H7ClNOZr, with ωB97M-V/def2-TZVPD.

The geometry in XYZ format:
```
14
Properties=species:S:1:pos:R:3:forces:R:3:lowdin_charge:R:1
Zr 1.294844 0.752248 -3.025988 2.8 -2.9 6.3 2.085
Cl 3.420766 -0.249340 -2.411778 -3.6 1.9 -1.6 0.324
C 1.242101 -0.771693 1.054746 0.0 -0.8 -1.1 0.073
C 0.241730 -0.103911 0.151830 0.0 -0.5 2.3 -0.359
O 0.633096 0.375647 -1.012475 0.5 1.3 -5.7 -0.230
N -0.976034 -0.003357 0.582427 0.5 0.9 -0.2 0.140
C -2.111862 0.695007 -0.020297 0.3 -0.1 -1.1 0.049
H 2.208060 -0.884527 0.568589 0.1 0.4 0.2 0.091
H 0.886440 -1.807956 1.140536 0.0 0.1 0.4 0.137
H 1.321552 -0.314748 2.039233 0.0 0.1 0.0 0.134
H -1.066297 -0.285702 1.560737 -0.3 -0.3 -0.1 0.207
H -2.602430 1.334051 0.708833 -0.1 -0.2 0.1 0.134
H -2.768167 -0.038993 -0.496852 -0.3 0.0 0.5 0.131
H -1.723793 1.303277 -0.839537 -0.1 0.2 0.2 0.083
```
Forces are in eV/Å.

For the highest occupied orbital energy, the calculation gives -23.20 eV. The total energy is -754.42763 Ha. The HOMO-LUMO gap is 5.9 eV. For the energy above the lowest of the compared OMol25 structures with the same formula, charge and spin, the calculation gives 0.0 kcal per mole. As for the LUMO energy: -17.335 eV. As for the net charge: +3.

3.
Computed, not measured: C3H7ClOS in the gas phase, with ωB97M-V/def2-TZVPD.

The geometry in XYZ format:
```
13
Properties=species:S:1:pos:R:3:forces:R:3:nbo_charge:R:1
C -0.988715 -0.823078 -0.132590 0.1 0.1 -0.3 -0.068
C -0.059343 1.488813 -0.008989 0.0 0.0 0.2 -0.626
C 0.289494 0.011804 0.175497 0.4 0.1 0.1 -0.352
O -1.164150 -2.148543 0.344033 0.7 0.4 0.2 -0.708
S 1.803410 -0.215352 -0.906905 -0.9 -1.1 -0.3 0.203
Cl 3.307664 0.095612 0.395883 0.0 0.1 0.3 -0.160
H -0.456749 -2.713669 0.016560 0.0 0.0 -0.1 0.471
H -1.796435 -0.267422 0.357396 0.1 0.0 -0.2 0.192
H -1.161129 -0.800893 -1.215851 -0.1 0.1 0.0 0.164
H 0.847740 2.075781 -0.140314 -0.1 0.1 0.1 0.227
H -0.606680 1.891678 0.838772 -0.2 0.0 0.1 0.213
H -0.661291 1.605136 -0.909028 -0.1 0.1 -0.1 0.209
H 0.646186 -0.199862 1.185538 -0.1 0.0 0.0 0.234
```
Forces are in eV/Å.

For the highest occupied orbital energy, the calculation gives -8.99 eV. The total energy is -1052.10005 Ha. The SMILES is C[C@@H](CO)SCl. The HOMO-LUMO gap is 9.2 eV. For the energy above the lowest of the compared OMol25 structures with the same formula, charge and spin, the calculation gives 15.6 kcal per mole. As for the LUMO energy: 0.162 eV.

4.
Computed, not measured: a molecular structure, C3H7ClS, with ωB97M-V/def2-TZVPD.

The geometry in XYZ format:
```
12
Properties=species:S:1:pos:R:3:forces:R:3:nbo_charge:R:1
C 0.484663 0.841168 -0.741933 -0.7 5.9 4.8 -0.580
C 0.286944 -0.138971 0.415447 10.1 2.6 -0.1 -0.431
C -0.965242 -0.160783 0.890348 -5.8 -2.5 4.0 -0.363
H -0.485357 1.635620 -0.645616 2.9 -1.4 -0.2 0.178
H 1.500411 1.409086 -0.746539 -1.9 -0.9 0.4 0.235
H 0.352637 0.530420 -1.663031 -0.6 -2.4 -4.4 0.199
H 1.094653 0.030571 1.319448 -2.0 1.0 -1.6 0.237
H 0.633628 -1.586329 -1.323293 1.1 -0.5 1.5 0.120
H -1.417318 0.830716 1.025816 -0.1 -0.5 -0.4 0.238
H -1.016175 -0.702381 1.935341 -0.3 0.7 -2.2 0.232
S 1.248420 -1.529762 -0.041232 -0.4 -2.1 -2.2 0.018
Cl -1.717262 -1.159360 -0.424757 -2.2 0.2 0.4 -0.082
```
Forces are in eV/Å.

For the highest occupied orbital energy, the calculation gives -8.98 eV. The total energy is -976.78086 Ha. The HOMO-LUMO gap is 9.7 eV. For the energy above the lowest of the compared OMol25 structures with the same formula, charge and spin, the calculation gives 58.5 kcal per mole. As for the LUMO energy: 0.735 eV.